1.
{
  "formula": "C5H8N",
  "method": "the ωB97M-V functional and the def2-TZVPD basis",
  "species": ["C", "N", "C", "C", "H", "H", "H", "H", "H", "C", "C", "H", "H", "H"],
  "xyz": [[-1.45860, 0.98008, -0.60934], [-1.58750, 0.06770, 0.43982], [-0.94234, -1.27916, 0.36130], [3.13675, 0.35003, -0.09884], [-2.31171, 1.43887, -1.16992], [-0.43316, -1.31511, -0.52397], [-0.28705, -1.59413, 1.23630], [-1.75919, -2.08120, 0.30458], [-2.46374, 0.17178, 1.01408], [-0.66717, 1.29466, 0.52308], [1.85756, 0.56590, 0.01783], [-0.69133, 0.72525, -1.34908], [3.80636, -0.03480, -0.81848], [3.80110, 0.71013, 0.67263]],
  "lowdin_charge": [-0.19, -0.13, -0.01, -0.06, 0.18, 0.05, 0.13, 0.13, 0.22, 0.22, 0.17, 0.14, 0.06, 0.08],
  "e_tot_ev": -6788.520,
  "relative_energy_kj_mol": 923.2,
  "fmax_ev_per_a": 4.39,
  "total_charge": 1,
  "multiplicity": 1
}

---

2.
{
  "formula": "C21H22N4O7",
  "method": "the ωB97M-V functional and the def2-TZVPD basis",
  "species": ["H", "H", "C", "H", "C", "C", "H", "O", "N", "H", "O", "O", "H", "H", "H", "C", "H", "H", "O", "O", "N", "C", "C", "H", "C", "H", "N", "H", "C", "C", "N", "O", "C", "C", "H", "H", "C", "C", "O", "C", "H", "H", "H", "C", "C", "H", "C", "H", "H", "H", "C", "C", "C", "C"],
  "xyz": [[-18.83052, 42.51333, -0.87068], [-19.36071, 48.75593, -9.01345], [-25.08944, 42.20611, 2.13956], [-21.03700, 48.34310, -1.77881], [-23.64238, 44.59444, 3.17928], [-22.61357, 41.96053, -1.80621], [-20.16417, 41.34224, 0.80139], [-22.49776, 44.86124, -5.95756], [-22.02460, 45.99516, -6.07825], [-23.81086, 41.08810, 3.67730], [-21.61580, 44.09883, 5.08611], [-21.66746, 41.82957, 4.83811], [-20.86036, 48.65271, -7.20454], [-18.44119, 46.75657, -10.31090], [-22.99210, 45.48237, 3.67541], [-23.12149, 43.19899, 3.66640], [-23.46248, 41.61183, -2.14420], [-19.11896, 44.41720, -9.47282], [-24.26178, 45.75128, -1.18085], [-22.50397, 47.07902, -5.41617], [-22.05821, 46.54528, -1.16782], [-21.79505, 42.89350, -2.69456], [-24.71859, 44.69563, 2.07264], [-22.76817, 45.71924, -2.71004], [-19.83277, 42.69192, -0.93375], [-21.08497, 47.20866, -2.93490], [-22.10584, 43.03342, 4.63153], [-25.58957, 41.50829, 1.67950], [-20.37503, 43.37775, -2.26488], [-20.62569, 47.66042, -7.61223], [-19.54046, 44.29387, -3.08983], [-18.49190, 44.90639, -2.60485], [-20.41577, 45.03437, -7.81135], [-23.15680, 46.00777, -1.74996], [-20.88534, 46.50547, 0.75442], [-22.49248, 40.63419, 0.09653], [-24.06704, 42.03507, 3.23156], [-19.30178, 46.51646, -9.58229], [-19.91329, 44.54564, -4.19462], [-20.99603, 47.18635, -1.90093], [-20.61550, 44.03398, -7.47988], [-19.97716, 46.83278, -1.74809], [-22.38440, 45.73628, 0.92947], [-20.65326, 41.72191, -0.19718], [-21.05552, 46.22695, -7.12996], [-22.30483, 43.26342, -3.59496], [-21.86032, 41.29678, -0.68247], [-25.12277, 45.75437, 1.70091], [-26.11722, 43.67867, 0.59248], [-22.57088, 47.40831, 0.70353], [-19.54694, 45.24109, -9.12646], [-19.61579, 47.81233, -8.76671], [-21.95763, 46.53880, 0.33392], [-25.32181, 43.56172, 1.51309]],
  "lowdin_charge": [0.05, 0.03, -0.03, 0.13, 0.05, 0.01, 0.14, 0.05, -0.30, 0.08, 0.04, 0.02, 0.09, 0.12, 0.14, -0.12, 0.02, 0.03, -0.04, -0.02, -0.17, 0.05, -0.11, 0.11, 0.05, 0.04, -0.33, 0.01, -0.03, 0.06, -0.34, 0.00, 0.10, -0.30, 0.11, 0.14, 0.05, -0.08, 0.07, -0.08, 0.08, 0.07, 0.04, -0.13, -0.11, 0.08, -0.10, 0.14, 0.16, 0.10, -0.05, 0.00, -0.04, -0.09],
  "e_tot_ev": -42405.835,
  "relative_energy_kj_mol": 1864.3,
  "fmax_ev_per_a": 10.65,
  "multiplicity": 1
}